[1]
{
  "formula": "C2H4ClI",
  "method": "the ωB97M-V functional and the def2-TZVPD basis",
  "elements": ["C", "C", "Cl", "I", "H", "H", "H", "H"],
  "xyz": [[-0.68, 0.30, -0.43], [0.51, -0.25, 0.20], [0.64, -1.90, 0.03], [2.49, 0.68, 0.06], [-0.59, 1.35, -0.45], [-1.55, 0.09, 0.10], [-0.83, -0.23, -1.38], [0.03, -0.04, 1.87]],
  "e_homo_ev": -9.2,
  "lumo_ev": -0.2,
  "orbital_gap_ev": 9.066,
  "max_force_ev_per_a": 5.8
}

[2]
{
  "formula": "C2H4ClI",
  "method": "the ωB97M-V functional and the def2-TZVPD basis",
  "elements": ["C", "C", "Cl", "I", "H", "H", "H", "H"],
  "xyz": [[-0.11, -0.01, 0.52], [-1.19, -0.79, -0.11], [-1.12, -2.44, 0.04], [-3.02, 0.31, 0.02], [0.18, 0.98, 0.11], [0.68, -0.75, 0.71], [-0.49, 0.32, 1.42], [-0.21, -0.41, -2.25]],
  "e_homo_ev": [-7.9, -9.9],
  "lumo_ev": [0.3, -1.2],
  "orbital_gap_ev": [8.118, 8.699],
  "spin_multiplicity": 3,
  "max_force_ev_per_a": 2.4
}

[3]
{
  "formula": "C2H4ClN",
  "method": "the ωB97M-V functional and the def2-TZVPD basis",
  "elements": ["C", "C", "N", "Cl", "H", "H", "H", "H"],
  "xyz": [[0.12, 1.37, -0.17], [0.12, -1.36, -0.11], [-0.01, 0.02, 0.26], [0.05, -2.36, 1.20], [0.52, 1.62, -1.12], [-0.78, 2.02, -0.14], [0.39, -1.50, -1.10], [-0.41, 0.18, 1.18]],
  "e_homo_ev": [-7.6, -7.3],
  "lumo_ev": [0.7, 0.6],
  "orbital_gap_ev": [8.332, 7.850],
  "max_force_ev_per_a": 6.0
}

[4]
{
  "formula": "C2H4ClN2",
  "method": "the ωB97M-V functional and the def2-TZVPD basis",
  "elements": ["C", "C", "N", "N", "Cl", "H", "H", "H", "H"],
  "xyz": [[-0.77, -0.26, 0.03], [-0.10, -0.95, -1.00], [0.44, 1.55, 0.65], [1.13, 1.81, 1.52], [-2.34, 0.14, 0.26], [-0.58, -1.03, -1.98], [0.85, -0.65, -1.04], [-0.03, -1.97, -0.92], [1.41, 1.36, 2.48]],
  "total_charge": 1,
  "e_homo_ev": [-14.2, -13.4],
  "lumo_ev": [-6.2, -6.2],
  "orbital_gap_ev": [7.952, 7.207],
  "max_force_ev_per_a": 3.9
}

[5]
{
  "formula": "C2H4ClN2O2P",
  "method": "the ωB97M-V functional and the def2-TZVPD basis",
  "elements": ["C", "C", "N", "N", "O", "O", "P", "Cl", "H", "H", "H", "H"],
  "xyz": [[-0.91, -1.41, 1.03], [0.40, 0.79, -0.81], [-1.85, -0.53, 1.01], [1.54, 1.48, -0.82], [-0.55, -2.34, 1.71], [-0.60, 1.30, -0.43], [0.35, -1.06, -1.12], [2.17, -1.70, -0.94], [-2.60, -0.72, 1.81], [-1.73, 0.44, 0.58], [1.43, 2.46, -0.68], [2.35, 1.29, -1.34]],
  "e_homo_ev": -8.0,
  "lumo_ev": 0.0,
  "orbital_gap_ev": 8.042,
  "max_force_ev_per_a": 4.3
}

[6]
{
  "formula": "C2H4ClN2S2",
  "method": "the ωB97M-V functional and the def2-TZVPD basis",
  "elements": ["C", "C", "N", "S", "Cl", "N", "S", "H", "H", "H", "H"],
  "xyz": [[0.48, -0.34, -0.23], [-0.65, -0.10, -1.20], [-0.45, -0.76, -2.37], [0.81, -1.44, -3.12], [2.54, -1.82, -2.10], [-1.77, 0.61, -0.85], [-3.31, 0.97, -1.49], [1.33, 0.09, -0.54], [0.65, -1.36, -0.05], [0.11, 0.01, 0.78], [-1.45, 1.05, 0.00]],
  "total_charge": 1,
  "e_homo_ev": [-14.3, -14.2],
  "lumo_ev": [-7.5, -6.8],
  "smiles": "C/C(=N\\SCl)[NH+]=S",
  "orbital_gap_ev": [6.764, 7.416],
  "max_force_ev_per_a": 6.0
}

[7]
{
  "formula": "C2H4ClN3",
  "method": "the ωB97M-V functional and the def2-TZVPD basis",
  "elements": ["C", "C", "N", "N", "N", "Cl", "H", "H", "H", "H"],
  "xyz": [[3.14, 0.56, -0.17], [-2.62, -0.20, 0.30], [1.89, 0.38, -0.26], [0.77, 0.40, -0.28], [-2.69, -1.35, -0.18], [-3.70, 0.92, -0.36], [3.59, 1.23, 0.38], [3.80, 0.00, -0.76], [-2.03, 0.19, 1.12], [-2.13, -2.14, 0.21]],
  "e_homo_ev": -8.9,
  "lumo_ev": 0.8,
  "orbital_gap_ev": 9.655,
  "max_force_ev_per_a": 5.1
}

[8]
{
  "formula": "C2H4ClNO",
  "method": "the ωB97M-V functional and the def2-TZVPD basis",
  "elements": ["C", "C", "N", "O", "Cl", "H", "H", "H", "H"],
  "xyz": [[0.97, 0.13, 0.37], [-0.23, 0.26, -0.57], [-1.23, -1.29, -0.46], [-2.00, -1.36, 0.41], [-1.16, 1.70, -0.17], [0.76, -0.53, 1.31], [1.91, -0.24, -0.03], [1.11, 1.13, 0.72], [-0.14, 0.20, -1.58]],
  "e_homo_ev": -8.6,
  "lumo_ev": -0.1,
  "orbital_gap_ev": 8.591,
  "max_force_ev_per_a": 4.1
}

[9]
{
  "formula": "C2H4ClNO",
  "method": "the ωB97M-V functional and the def2-TZVPD basis",
  "elements": ["C", "C", "N", "O", "Cl", "H", "H", "H", "H"],
  "xyz": [[0.27, 0.78, 0.59], [0.72, -0.12, -0.52], [-1.23, -1.75, -0.40], [-1.96, -1.47, 0.47], [0.20, 0.38, -2.11], [1.18, 0.87, 1.13], [-0.10, 1.76, 0.10], [-0.69, 0.33, 1.09], [1.62, -0.79, -0.36]],
  "e_homo_ev": [-7.4, -7.4],
  "lumo_ev": [-0.5, -0.6],
  "orbital_gap_ev": [6.858, 6.768],
  "max_force_ev_per_a": 3.1
}

[10]
{
  "formula": "C2H4ClNO",
  "method": "the ωB97M-V functional and the def2-TZVPD basis",
  "elements": ["C", "O", "C", "N", "H", "H", "H", "Cl", "H"],
  "xyz": [[0.89, -0.73, -0.48], [-0.42, -1.20, -0.90], [-1.13, -1.07, 0.14], [-1.98, -0.99, 0.92], [1.27, -1.47, 0.28], [0.88, 0.26, 0.03], [1.59, -0.69, -1.33], [0.13, -3.82, 0.40], [1.56, -3.87, 0.14]],
  "e_homo_ev": -10.8,
  "lumo_ev": 0.0,
  "smiles": "COC#N.Cl",
  "orbital_gap_ev": 10.758,
  "max_force_ev_per_a": 3.7
}

[11]
{
  "formula": "C2H4ClNSi",
  "method": "the ωB97M-V functional and the def2-TZVPD basis",
  "elements": ["C", "C", "N", "Si", "Cl", "H", "H", "H", "H"],
  "xyz": [[0.10, -2.40, 1.48], [0.75, -2.73, 2.45], [0.33, 0.59, 0.59], [-0.21, -0.74, -0.36], [1.34, -3.51, 3.76], [-0.17, 1.49, 0.42], [0.36, 0.26, 1.56], [0.77, -1.53, -1.05], [-1.69, -0.87, -0.53]],
  "e_homo_ev": -8.9,
  "lumo_ev": -0.4,
  "orbital_gap_ev": 8.531,
  "max_force_ev_per_a": 4.9
}

[12]
{
  "formula": "C2H4ClO",
  "method": "the ωB97M-V functional and the def2-TZVPD basis",
  "elements": ["C", "C", "O", "Cl", "H", "H", "H", "H"],
  "xyz": [[-0.34, -0.31, 0.07], [-2.07, 1.33, 0.70], [-1.22, 0.57, 0.27], [2.83, -0.08, 0.31], [0.82, -0.22, 0.19], [-0.84, -1.15, -0.36], [-2.51, 2.10, 0.20], [2.40, -0.53, 1.59]],
  "total_charge": 1,
  "e_homo_ev": [-15.3, -15.3],
  "lumo_ev": [-6.4, -6.4],
  "orbital_gap_ev": [8.847, 8.843],
  "max_force_ev_per_a": 4.0
}

[13]
{
  "formula": "C2H4ClOP",
  "method": "the ωB97M-V functional and the def2-TZVPD basis",
  "elements": ["C", "C", "O", "P", "Cl", "H", "H", "H", "H"],
  "xyz": [[0.61, 0.60, 0.89], [-0.06, 0.01, -0.28], [-0.92, -2.23, -1.62], [-0.97, -1.58, -0.33], [-1.61, 0.67, -0.72], [1.03, -0.34, 1.39], [1.37, 1.45, 0.73], [-0.13, 1.18, 1.43], [0.68, 0.24, -1.49]],
  "e_homo_ev": -9.4,
  "lumo_ev": 0.2,
  "orbital_gap_ev": 9.560,
  "max_force_ev_per_a": 6.9
}

[14]
{
  "formula": "C2H4ClOP",
  "method": "the ωB97M-V functional and the def2-TZVPD basis",
  "elements": ["C", "C", "O", "P", "Cl", "H", "H", "H", "H"],
  "xyz": [[0.38, 1.10, -0.18], [-0.08, -1.40, 0.38], [-2.31, 0.25, 0.24], [-0.94, -0.08, -0.14], [1.46, -1.65, -0.39], [0.94, 1.08, -1.13], [-0.18, 1.94, -0.17], [1.12, 1.14, 0.56], [-0.39, -2.37, 0.83]],
  "e_homo_ev": -8.9,
  "lumo_ev": -0.6,
  "orbital_gap_ev": 8.279,
  "max_force_ev_per_a": 3.4
}

[15]
{
  "formula": "C2H4ClOP",
  "method": "the ωB97M-V functional and the def2-TZVPD basis",
  "elements": ["C", "C", "O", "P", "Cl", "H", "H", "H", "H"],
  "xyz": [[-1.13, -0.60, -0.02], [-0.15, 0.65, -0.06], [2.47, 1.52, 0.01], [1.49, 0.46, 0.22], [2.34, -1.36, -0.03], [-1.80, -0.21, 0.72], [-1.87, -0.59, -0.93], [-0.69, -1.59, 0.17], [-0.65, 1.71, -0.08]],
  "e_homo_ev": -9.0,
  "lumo_ev": -0.7,
  "orbital_gap_ev": 8.359,
  "max_force_ev_per_a": 3.1
}

[16]
{
  "formula": "C2H4ClP",
  "method": "the ωB97M-V functional and the def2-TZVPD basis",
  "elements": ["C", "P", "C", "H", "H", "H", "Cl", "H"],
  "xyz": [[0.83, -0.07, -1.55], [-0.08, 0.18, -0.16], [1.74, -0.09, -0.43], [0.80, -0.13, -2.71], [2.21, -1.03, -0.29], [2.39, 0.66, -0.30], [-4.86, -0.23, 0.20], [-4.10, 0.74, -0.11]],
  "e_homo_ev": -9.0,
  "lumo_ev": 0.1,
  "smiles": "C1=PC1.Cl",
  "orbital_gap_ev": 9.125,
  "max_force_ev_per_a": 3.5
}

[17]
{
  "formula": "C2H4ClPS",
  "method": "the ωB97M-V functional and the def2-TZVPD basis",
  "elements": ["P", "S", "C", "C", "Cl", "H", "H", "H", "H"],
  "xyz": [[1.52, -0.88, 0.49], [1.15, 1.14, -0.02], [-0.57, 1.19, -0.02], [-1.36, -0.19, 0.04], [-3.05, -0.11, 0.00], [1.36, -1.41, -0.79], [2.90, -0.73, 0.31], [-1.08, 2.12, -0.06], [-0.88, -1.14, 0.06]],
  "e_homo_ev": -7.9,
  "lumo_ev": 0.4,
  "smiles": "PS/C=C/Cl",
  "orbital_gap_ev": 8.315,
  "max_force_ev_per_a": 8.4
}

[18]
{
  "formula": "C2H4ClPS3",
  "method": "the ωB97M-V functional and the def2-TZVPD basis",
  "elements": ["S", "P", "Cl", "S", "C", "C", "S", "H", "H", "H", "H"],
  "xyz": [[0.69, -4.25, 0.03], [-0.74, -3.03, -0.39], [-2.52, -3.78, -0.98], [-0.45, -1.51, -1.84], [0.51, -0.54, -0.55], [-0.35, -0.17, 0.64], [-1.49, -1.43, 1.28], [0.69, 0.42, -1.04], [1.56, -0.94, -0.35], [0.46, -0.01, 1.41], [-1.04, 0.69, 0.34]],
  "e_homo_ev": -9.0,
  "lumo_ev": -0.7,
  "smiles": "S=P1(Cl)SCCS1",
  "orbital_gap_ev": 8.353,
  "max_force_ev_per_a": 2.8
}

[19]
{
  "formula": "C2H4CoLiO2",
  "method": "the ωB97M-V functional and the def2-TZVPD basis",
  "elements": ["O", "H", "C", "C", "O", "H", "H", "H", "Co", "Li"],
  "xyz": [[1.89, -0.02, 2.10], [2.68, -0.55, 2.24], [0.21, -0.43, -0.51], [-0.87, 0.25, -0.04], [-1.34, 0.13, 1.21], [0.57, -1.31, 0.05], [0.56, -0.24, -1.52], [-1.62, 0.58, -0.78], [-2.91, 0.70, 2.01], [0.14, -0.12, 2.38]],
  "total_charge": -1,
  "e_homo_ev": [-2.3, -3.2],
  "lumo_ev": [3.1, 3.1],
  "orbital_gap_ev": [5.406, 6.243],
  "spin_multiplicity": 4,
  "max_force_ev_per_a": 2.3
}

[20]
{
  "formula": "C2H4CsF",
  "method": "the ωB97M-V functional and the def2-TZVPD basis",
  "elements": ["C", "C", "H", "H", "H", "F", "Cs", "H"],
  "xyz": [[-0.80, 1.27, 0.08], [-0.15, 2.17, -0.69], [-0.71, 1.33, 1.17], [-1.46, 0.58, -0.45], [-0.22, 2.25, -1.77], [0.60, 3.12, -0.15], [2.11, -1.44, -0.43], [-3.17, 0.99, 1.41]],
  "total_charge": 1,
  "e_homo_ev": [-13.2, -13.5],
  "lumo_ev": [-4.0, -4.0],
  "orbital_gap_ev": [9.159, 9.470],
  "spin_multiplicity": 2,
  "max_force_ev_per_a": 1.4
}